[1]
DFT (the ωB97M-V functional and the def2-TZVPD basis) results for 4 unconnected molecules or ions with the total composition C4H15N2O2.

XYZ file:
```
23
Properties=species:S:1:pos:R:3:forces:R:3
N 0.89381 -0.28140 1.64142 -0.2 -0.4 -0.1
C -0.12279 0.18404 0.79212 1.2 -0.1 -0.2
C -0.00550 1.73471 0.41843 0.4 1.0 0.0
O 2.90182 0.71509 -1.04150 -0.9 -0.1 0.4
C 0.08796 -0.08653 -0.59913 0.6 -1.4 0.3
N -2.67752 0.26742 -0.38617 -0.9 0.3 -1.2
C -2.96271 -1.09447 -0.47069 -0.1 -0.3 1.6
H 1.68801 -0.89871 1.18337 0.0 -0.4 -0.3
H 3.69931 0.89371 -1.52704 0.4 0.0 -0.3
H 1.21984 0.40697 2.29457 0.1 0.2 0.3
H -1.10971 -0.06700 1.23843 -0.4 0.8 -0.5
H -0.88240 2.08962 -0.08950 -0.2 0.0 -0.4
H 0.92588 2.04308 -0.08559 -0.2 -0.5 -0.1
H 0.02497 2.29238 1.35492 0.1 -0.4 0.4
H 0.92014 -0.75295 -0.89081 0.4 0.9 0.3
H -0.53109 0.24820 -1.40173 -0.6 0.2 0.0
H -3.55754 0.78591 -0.66119 0.8 -0.3 0.7
H -2.77711 -1.46755 -1.49917 -0.1 0.1 -0.3
H -3.96983 -1.35730 -0.16153 -0.6 0.0 -0.5
H -2.31786 -1.68532 0.18286 0.5 0.0 -0.3
H 3.10050 -2.23351 0.27265 0.5 -0.7 0.5
H 2.94749 -0.21505 -0.66153 0.3 0.4 -0.1
O 2.50433 -1.52132 0.09681 -1.2 0.9 -0.2
```
Forces are in eV/Å.

The HOMO energy is -12.4 eV. Its charge is +1.

[2]
DFT (the ωB97M-V functional and the def2-TZVPD basis) results for 3 unconnected molecules or ions with the total composition C4H15N2O2.

XYZ file:
```
23
Properties=species:S:1:pos:R:3:forces:R:3
C -0.66048 -1.04889 -0.47680 2.1 1.7 -1.9
C -0.72055 0.50086 -0.30154 0.5 -1.6 1.4
C 0.26783 1.06222 0.68788 -0.3 0.6 -0.5
C 1.63786 0.97859 0.54347 2.3 0.2 -0.6
N 2.54077 1.83311 1.06289 -0.5 -2.6 0.9
N -0.87952 -1.68251 0.86263 0.7 -1.0 -1.6
H 0.34562 -1.23571 -0.97932 -1.0 -0.7 1.2
H -1.37967 -1.35036 -1.24680 -0.2 -0.2 0.7
H -0.43956 1.00838 -1.23089 -0.8 0.0 -0.2
H -1.70625 0.58760 0.11884 -0.5 1.3 -0.5
H -0.02743 1.81479 1.39293 -0.6 0.2 0.4
H 2.14680 0.22844 -0.09827 -0.8 0.5 0.1
H 2.39757 2.30371 1.95944 -0.4 0.6 -0.5
H 3.46116 1.39211 1.01877 0.3 0.9 -0.2
H -0.30999 -1.19022 1.55822 -0.6 -0.3 0.3
H -1.90469 -1.74964 1.04629 0.0 0.8 0.5
H -0.53054 -2.63954 0.77743 0.0 -0.2 0.4
H 2.81566 0.73899 -2.56559 0.3 0.5 -0.4
H 2.21848 0.75902 -4.01981 0.3 -0.1 0.4
O 2.42381 0.20057 -3.25201 -0.6 -0.3 0.0
H -4.33452 -1.48319 0.94318 0.3 0.1 0.3
H -3.80010 -0.06580 0.96591 -0.1 0.1 0.2
O -3.56227 -0.96250 1.23315 -0.2 -0.3 -0.6
```
Forces are in eV/Å.

The spin multiplicity is 2. The HOMO energy (spin up / spin down) is -17.5 / -17.5 eV. Its charge is +2.

[3]
DFT (the ωB97M-V functional and the def2-TZVPD basis) results for 2 unconnected molecules or ions with the total composition C4H15N2S.

XYZ file:
```
22
Properties=species:S:1:pos:R:3:forces:R:3
C -2.05360 0.84253 2.13142 -0.4 0.2 -0.2
C -2.39194 -0.61484 1.77475 0.2 0.7 -0.4
N -2.47311 -0.65312 0.27034 0.1 -0.4 0.3
H -2.86148 1.50468 1.72915 0.6 -0.5 0.2
H -2.07579 1.03009 3.21335 0.5 -0.2 -0.3
H -1.10550 1.15196 1.64264 -0.4 -0.1 0.6
H -1.64457 -1.36281 2.12911 -0.5 0.6 -0.2
H -3.36952 -0.84249 2.19295 0.1 -0.3 0.1
H -3.25488 -1.23970 -0.01392 0.2 -0.2 0.0
H -2.74604 0.27389 -0.03475 0.0 0.1 -0.1
C 1.07706 -0.93126 -0.61535 0.6 0.4 -0.6
C 1.08120 0.54090 -1.03345 -0.6 0.5 -0.9
S 2.77204 1.26324 -0.72050 -1.1 0.1 -0.5
N -0.21074 -1.64455 -0.96582 0.5 1.0 0.7
H 1.24033 -1.02033 0.47128 -0.1 -0.2 -0.5
H 1.88232 -1.42638 -1.19285 -0.3 0.1 0.6
H 0.27131 1.12632 -0.56759 0.5 -0.2 0.4
H 0.81852 0.65199 -2.11431 0.6 -0.4 0.6
H 2.53634 2.38477 -1.46397 0.2 -0.5 0.4
H -0.05114 -2.62050 -0.73987 -0.5 -0.2 0.2
H -0.41054 -1.60249 -1.95461 0.1 0.1 -0.5
H -1.07124 -1.16108 -0.44444 -0.1 -0.7 0.0
```
Forces are in eV/Å.

The HOMO energy is -12.6 eV. Its charge is +1.

[4]
DFT (the ωB97M-V functional and the def2-TZVPD basis) results for 2 unconnected molecules or ions with the total composition C4H15N3O.

XYZ file:
```
23
Properties=species:S:1:pos:R:3:forces:R:3
N 1.39328 0.98875 -0.90707 2.7 -2.5 -4.0
C 0.46352 0.55196 -1.98319 0.5 1.2 -1.4
C -0.47951 -0.58593 -1.64883 -1.6 -2.7 -0.3
N -1.44335 -0.38416 -0.54319 1.8 -1.7 -1.0
C -1.04777 -0.77944 0.77609 1.3 0.5 -0.2
C -1.43792 0.24596 1.80740 -1.5 -0.7 1.0
N -0.33906 1.17127 2.07127 2.0 -1.9 -1.3
H 2.11596 1.63049 -1.29097 -1.0 -0.7 0.5
H 0.91406 1.40327 -0.23063 -2.4 2.4 3.8
H 1.16211 0.14692 -2.81895 -1.5 1.1 0.9
H -0.16732 1.49483 -2.25001 1.0 -1.7 -0.4
H -1.18041 -0.94711 -2.53499 1.8 1.3 1.1
H 0.12769 -1.56473 -1.45566 -1.0 1.8 0.1
H -1.99585 0.41613 -0.55328 -0.7 1.6 -0.4
H -1.58744 -1.66935 1.07707 0.4 -0.8 -0.1
H 0.10629 -0.88711 0.77177 -1.9 -0.4 0.4
H -2.45363 0.76640 1.50861 2.1 -0.6 0.5
H -1.70742 -0.40119 2.70817 0.2 1.1 -0.6
H 0.57532 0.59475 2.24245 -2.3 1.2 -0.5
H -0.52341 1.56499 2.93701 -0.2 1.4 1.9
H 2.84846 -1.52532 0.79529 -0.5 0.3 -1.1
H 2.14467 -0.70406 -0.35118 -0.8 2.5 -0.2
O 2.51173 -1.52734 -0.12719 1.4 -2.9 1.4
```
Forces are in eV/Å.

The HOMO energy is -8.3 eV. Its charge is 0. The SMILES is NCCNCCN.O.

[5]
DFT (the ωB97M-V functional and the def2-TZVPD basis) results for 3 unconnected molecules or ions with the total composition C4H15NO2.

XYZ file:
```
22
Properties=species:S:1:pos:R:3:forces:R:3
C -0.40930 0.37204 -2.35449 -1.0 0.4 -0.4
C 0.05890 -0.05981 -0.96268 0.2 0.4 -1.1
C 1.21671 -1.02359 -1.17827 0.0 -0.6 0.1
C 1.48088 -1.94600 -0.00588 0.8 -0.1 1.4
N 0.46104 1.05779 -0.10888 0.0 -0.6 0.5
H -1.07389 1.24403 -2.39928 0.3 0.2 0.6
H 0.41987 0.58890 -3.02724 0.1 -0.1 0.0
H -1.05817 -0.37759 -2.81564 0.4 -0.4 0.0
H -0.75640 -0.58167 -0.47300 -0.2 -0.1 0.2
H 1.00381 -1.65308 -2.03983 -0.3 0.0 -0.2
H 2.09923 -0.45878 -1.48280 0.2 0.1 0.2
H 2.06140 -1.49392 0.81148 -0.1 0.3 -0.3
H 0.57264 -2.25917 0.50717 -0.3 -0.1 -0.4
H 2.05013 -2.85562 -0.21884 -0.2 0.1 -0.5
H -0.28869 1.73019 -0.07815 -0.1 0.2 -0.1
H 1.29607 1.50152 -0.46307 0.1 0.1 -0.1
H -1.05430 2.20303 1.67686 0.0 0.1 0.3
H -1.81826 0.90470 1.69319 -0.2 0.2 0.3
O -1.95114 1.86386 1.60561 0.0 -0.1 -0.3
H -0.46595 -1.36479 2.63429 0.4 0.2 -0.6
H -0.07936 -0.11894 1.62980 0.6 -0.6 0.1
O -0.62302 -0.45709 2.35833 -0.7 0.4 0.4
```
Forces are in eV/Å.

The HOMO energy is -9.9 eV. Its charge is 0. The SMILES is CC[C@H](C)N.O.O.

[6]
DFT (the ωB97M-V functional and the def2-TZVPD basis) results for 3 unconnected molecules or ions with the total composition C4H15NO2.

XYZ file:
```
22
Properties=species:S:1:pos:R:3:forces:R:3
C -0.94454 1.33082 0.41805 0.3 2.0 -1.0
N -1.76852 0.69489 -0.65670 5.4 -3.0 1.6
C 0.01707 -0.98674 -1.39774 -1.0 -0.3 -0.9
C -1.33518 -0.79052 -0.69549 -2.6 -0.8 0.2
C -1.36828 -1.61348 0.61074 -0.7 -0.5 1.2
H -1.66447 1.61076 1.20709 0.4 0.8 -0.3
H -0.10767 0.80044 0.98711 -1.5 -0.4 -1.6
H -0.41069 2.14224 -0.19950 -1.0 -0.4 1.8
H -1.60075 1.08825 -1.59681 -1.1 0.3 0.4
H 0.06374 -2.06808 -1.59432 -0.3 0.3 -0.4
H 0.00924 -0.41525 -2.33029 0.5 -0.3 0.0
H 0.90464 -0.84856 -0.81861 0.3 0.9 0.6
H -2.18127 -1.18172 -1.29694 0.8 -0.3 -0.2
H -1.33725 -2.72561 0.35627 -0.3 1.6 0.0
H -0.51557 -1.49582 1.29618 0.1 0.3 -0.5
H -2.25922 -1.43080 1.28780 0.7 -0.2 -1.1
H 3.03662 0.72956 -0.25722 0.3 -0.9 -0.3
H 3.15812 1.22500 -1.62857 0.3 -1.1 -0.1
O 3.21396 0.36129 -1.15219 -0.7 2.0 0.6
H 1.04396 0.70694 2.59837 -0.3 -0.4 1.7
H 2.32766 1.66794 2.68262 1.1 0.9 2.1
O 1.71841 1.19845 2.18015 -0.8 -0.6 -3.7
```
Forces are in eV/Å.

The spin multiplicity is 2. The HOMO energy (spin up / spin down) is -14.5 / -14.5 eV. Its charge is +1.

Relative energy (zero: lowest compared OMol25 entry of this formula, charge and spin)? In order: 268.9 19.0 15.1 50.0 13.5 35.8 kcal/mol.